Record 1
C31H56N11O13 | ωB97M-V with the def2-TZVPD basis set

Atoms and positions in Å:
C  -0.8140  0.7350  2.5697
C  -0.2740  0.2790  1.0857
C  -0.8900  1.1640  0.0267
C  -0.0710  2.4110  -0.3293
C  1.3710  1.9920  -0.7263
C  2.0020  1.2070  0.4957
N  1.1530  0.2050  1.0677
O  1.6840  -0.8810  1.4837
C  2.4190  2.2810  1.5967
C  3.2820  0.5210  -0.1253
C  -0.9210  -1.1490  0.8747
H  -1.7920  1.0480  2.7717
H  -0.2350  1.5130  2.9147
H  -0.7100  -0.0890  3.3297
H  -1.8710  1.3650  0.3717
H  -1.0690  0.7540  -0.8933
H  -0.2260  3.2560  0.4567
H  -0.4770  2.7700  -1.3113
H  1.9440  2.8890  -1.0953
H  1.1260  1.6210  -1.5293
H  2.9720  2.9320  1.0597
H  2.8600  1.8350  2.4007
H  1.7000  2.7980  2.0297
H  3.9210  0.2060  0.7627
H  3.9230  1.2080  -0.5983
H  2.9370  -0.1300  -0.8373
H  -0.8250  -1.9900  1.5347
H  -0.3810  -1.4600  -0.0433
H  -2.1550  -1.0690  0.8637
N  -4.8700  1.7680  0.0277
C  -5.1290  0.8800  1.0287
C  -4.9290  -0.4890  0.4567
C  -4.5950  -0.4420  -0.9943
C  -4.5060  1.0520  -1.2523
H  -4.9580  2.7520  0.1827
H  -5.4090  1.1690  1.9467
H  -4.8520  -1.4830  1.0337
H  -4.5210  -1.2220  -1.6813
H  -4.2580  1.4420  -2.3873
N  5.9460  -2.6150  -3.5373
C  5.2560  -1.9330  -2.4833
C  4.7340  -3.0480  -1.5363
C  5.1130  -4.3830  -2.1233
C  5.7740  -4.0790  -3.3783
H  6.3420  -2.2290  -4.3233
H  5.1950  -0.8030  -2.2883
H  4.1170  -2.7920  -0.6483
H  4.9700  -5.3970  -1.5723
H  6.1560  -4.8820  -4.0583
N  -4.5770  1.6910  -5.5223
C  -3.5050  2.4920  -5.2063
C  -2.6150  1.6420  -4.4333
C  -3.2160  0.3010  -4.3513
C  -4.5720  0.4170  -4.9293
H  -5.2820  2.1610  -6.1743
H  -3.4840  3.4340  -5.4853
H  -1.8510  1.9730  -3.7823
H  -2.7550  -0.6420  -3.8523
H  -5.3810  -0.2680  -5.2053
N  -3.6290  -0.3550  6.5077
C  -4.9850  -0.2970  6.1067
C  -4.9490  -0.6440  4.5197
C  -3.4720  -0.6280  4.1497
C  -2.6720  -0.4560  5.4797
H  -3.2950  -0.4380  7.4887
H  -5.8170  -0.2730  6.7827
H  -5.9160  -0.6040  3.9577
H  -3.0530  -0.6650  3.1287
H  -1.6240  -0.2800  5.6677
C  3.4240  4.0280  5.3937
N  2.8150  2.6270  5.4047
O  1.6250  2.5310  5.5987
O  3.5450  1.6500  5.1637
H  2.7470  4.8700  5.1077
H  4.3830  4.1460  4.7597
H  3.6630  4.1930  6.5007
C  0.7510  4.1370  -5.1433
N  -0.3460  4.6310  -4.3093
O  -1.3600  5.0870  -4.7953
O  -0.1830  4.4040  -3.0883
H  1.6340  4.3410  -4.5603
H  0.8810  4.7390  -6.1753
H  0.6790  3.0680  -5.0563
C  0.5740  -3.1760  -3.1723
N  -0.0800  -1.7770  -2.9293
O  -1.2790  -1.7850  -2.6093
O  0.7300  -0.8180  -2.8483
H  1.5550  -3.3030  -3.9043
H  0.0170  -4.0310  -3.3603
H  0.7430  -3.4030  -2.1713
C  5.3730  1.9200  -5.1463
N  5.1470  1.6200  -3.8103
O  6.0350  1.2400  -3.0643
O  4.0550  1.7880  -3.4043
H  4.5160  2.3340  -5.6813
H  5.8590  1.1050  -5.6993
H  6.0770  2.7760  -4.8893
C  -3.1690  -5.6600  2.0697
N  -2.6790  -4.4030  2.7367
O  -2.1170  -4.5320  3.8117
O  -3.2920  -3.4850  2.3177
H  -3.0790  -6.4490  2.6677
H  -3.0690  -5.6070  1.0397
H  -4.1590  -5.6030  2.0407
C  1.5870  -3.4940  4.3597
N  0.6680  -3.0560  5.4777
O  0.6720  -3.7460  6.5307
O  -0.0370  -2.0220  5.3427
H  2.0360  -4.5240  4.5337
H  2.4870  -2.8030  4.1407
H  1.0570  -3.6120  3.3557

Force components x, y, z for each atom (eV/Å):
2.08 -2.63 0.27
-3.87 -1.45 2.20
1.55 2.24 1.12
-0.90 2.08 0.34
0.03 5.46 9.10
2.60 2.05 -2.50
1.61 -5.14 1.40
-2.01 4.63 -1.47
-0.35 -3.82 -2.50
0.31 1.32 4.86
-1.75 0.38 -1.08
-1.89 0.36 -1.27
1.59 1.87 0.77
0.43 0.41 -1.05
-0.94 0.62 0.46
-0.08 -2.25 -2.17
0.67 -1.36 -1.32
-0.06 0.18 1.13
0.00 -0.82 1.25
-1.27 -5.75 -8.08
2.33 1.99 -1.42
2.03 -1.47 1.82
-4.15 2.31 1.39
-0.81 -0.71 -1.45
0.27 1.42 -0.76
-0.37 -2.33 -1.40
0.81 0.26 1.17
-1.26 -0.21 -0.12
3.30 0.27 -0.78
0.88 -2.76 -3.19
2.09 -5.00 -5.83
0.37 0.80 0.22
-0.70 7.34 4.30
-0.60 -2.32 0.04
0.06 0.32 -0.49
-0.81 0.91 3.14
-0.63 1.94 -0.71
0.36 -0.93 -0.90
-0.83 -0.25 3.61
-3.25 -3.58 4.33
-0.70 -4.04 2.09
1.81 1.86 -3.65
0.35 2.84 -0.61
-0.48 0.88 2.32
0.94 1.05 -1.81
0.37 -2.11 -0.77
0.76 -0.46 -0.73
0.24 2.03 -1.56
-0.12 1.52 0.44
-1.18 1.49 -0.69
1.01 -7.71 3.06
-3.09 -0.44 -1.47
-2.01 0.49 -0.17
3.50 1.07 -0.82
0.96 -1.73 1.59
0.29 4.32 -1.18
1.04 0.27 0.08
-1.15 2.13 -0.89
0.67 0.17 0.39
-0.11 0.21 -0.94
3.26 -2.29 -5.57
2.68 2.17 4.73
-1.30 0.65 4.64
-4.96 -0.31 -3.17
-0.72 0.41 -1.14
0.04 -0.07 0.21
1.44 -0.22 0.26
-0.41 -0.21 0.97
-0.17 -0.36 0.02
1.55 1.07 1.10
0.66 -0.78 -1.52
0.13 0.39 0.19
-0.62 1.80 0.44
-0.06 -1.39 0.13
-1.62 -0.92 1.15
-0.07 -0.17 -1.59
1.36 2.05 -1.74
-1.02 -0.42 1.84
0.88 -0.10 0.17
-0.38 0.56 -1.67
0.37 0.31 0.15
-0.90 -2.00 2.29
-0.32 -0.52 -1.03
2.98 1.24 -1.86
0.46 -0.31 0.17
2.53 0.49 -0.76
-2.38 -2.00 -0.27
-2.52 1.32 2.26
-2.49 -0.63 -1.32
1.57 -0.13 1.92
2.57 2.29 -2.32
0.36 -2.05 2.74
0.99 -0.09 -0.80
-3.79 0.73 1.09
-0.02 -0.42 0.52
0.04 0.41 0.42
-0.21 -0.80 -1.65
2.10 2.38 -0.45
-2.12 -3.92 1.47
0.83 0.81 -0.76
0.24 3.71 -0.78
1.92 -3.60 1.76
1.72 -0.56 -1.91
-4.61 1.20 0.60
1.42 -0.97 -2.08
-1.00 0.47 2.10
0.14 1.64 -2.95
2.03 -2.52 -0.22
-0.86 1.43 0.49
-1.79 -0.61 0.96
0.11 0.57 1.65

Calculated values
Energy relative to the best compared isomer or geometry (same formula, charge and spin) (kJ/mol): 0.0
2S+1: 1
Charge: +1

Mulliken atomic charge list, values in e, 5 entries: atom 1 (C): -1.94, atom 2 (C): 1.33, atom 3 (C): -1.30, atom 4 (C): -0.73, atom 5 (C): -2.14

=====

Record 2
C31H57IrN2O4P2S2Si2Te | ωB97M-V with the def2-TZVPD basis set

Atoms and positions in Å:
Ir  -0.2749  -0.0844  -0.0551
C  -3.5207  1.9777  4.7493
C  -3.1397  2.6298  3.4492
O  -1.8399  2.0700  3.0358
P  -1.2699  2.2933  1.5983
S  0.5725  1.4873  1.4788
S  -2.2362  1.2396  0.1625
O  -1.3363  3.8332  1.4010
C  -0.8652  4.5066  0.1806
C  0.3391  5.3521  0.5073
H  -4.4682  2.3929  5.0924
H  -2.7678  2.1680  5.5127
H  -3.6442  0.9017  4.6276
H  -3.0071  3.7051  3.5448
H  -3.8622  2.4212  2.6581
H  -1.7096  5.0992  -0.1648
H  -0.6377  3.7387  -0.5638
H  0.1090  6.0472  1.3130
H  0.6226  5.9345  -0.3735
H  1.1872  4.7338  0.8010
O  -5.9344  -1.9003  -5.7380
C  -5.7770  -1.2483  -4.5760
O  -6.6559  -0.5870  -4.1099
C  -4.4410  -1.3618  -3.8873
C  -3.2461  -1.5961  -4.5574
C  -2.0406  -1.5941  -3.8770
C  -2.0166  -1.3723  -2.5002
C  -3.2128  -1.1369  -1.8355
C  -4.4133  -1.1282  -2.5199
N  -0.7768  -1.2875  -1.7735
C  0.2806  -1.7591  -2.3247
C  1.5869  -1.5632  -1.7137
C  2.7474  -2.0744  -2.2660
C  3.9534  -1.8471  -1.6166
C  3.9500  -1.1137  -0.4423
C  2.7491  -0.6266  0.0512
N  1.5905  -0.8472  -0.5698
H  -5.2055  -2.5050  -5.9201
H  -3.2261  -1.7268  -5.6326
H  -1.1404  -1.7106  -4.4636
H  -3.2138  -0.9515  -0.7777
H  -5.3417  -0.9145  -2.0077
H  0.2503  -2.3081  -3.2585
H  2.7015  -2.6380  -3.1881
H  4.8772  -2.2372  -2.0216
H  4.8641  -0.9117  0.0983
H  2.7117  -0.0432  0.9616
C  0.7305  -1.1111  3.8337
C  -0.6487  -1.1884  3.1822
P  -0.6784  -1.7288  1.4456
C  0.5782  -3.0372  1.2960
C  0.4002  -4.2673  2.1906
C  -2.3411  -2.4247  1.1906
C  -2.8260  -3.5525  2.1066
H  0.6203  -0.7938  4.8697
H  1.3725  -0.3827  3.3385
H  1.2365  -2.0754  3.8417
H  -1.1482  -0.2201  3.2195
H  -1.2846  -1.8880  3.7292
H  1.5269  -2.5457  1.5232
H  0.6239  -3.3320  0.2445
H  0.1463  -4.0043  3.2170
H  1.3324  -4.8301  2.2163
H  -0.3707  -4.9318  1.8113
H  -2.4069  -2.7353  0.1477
H  -2.9975  -1.5551  1.3002
H  -2.3877  -4.5104  1.8422
H  -3.9053  -3.6485  1.9953
H  -2.6272  -3.3646  3.1602
C  5.2054  3.5009  -2.9928
Si  3.4778  3.3994  -2.2997
C  2.6167  5.0543  -2.3874
C  3.5200  2.7850  -0.5293
C  2.5267  2.1066  -3.3104
Te  0.5243  1.7169  -2.6636
C  -0.4031  3.4680  -3.4731
Si  -1.8795  3.1022  -4.6055
C  -1.2959  2.0261  -6.0164
C  -2.5254  4.7374  -5.2200
C  -3.1665  2.2098  -3.5849
H  5.8095  4.2002  -2.4108
H  5.2014  3.8533  -4.0260
H  5.7115  2.5332  -2.9716
H  3.1405  5.7822  -1.7648
H  1.5823  4.9959  -2.0265
H  2.6023  5.4485  -3.4056
H  4.0228  3.5079  0.1167
H  4.0771  1.8460  -0.4593
H  2.5145  2.6233  -0.1321
H  3.0378  1.1406  -3.2501
H  2.4297  2.3467  -4.3710
H  0.4028  3.9663  -4.0139
H  -0.6836  4.1196  -2.6436
H  -0.5375  2.5317  -6.6182
H  -2.1303  1.7878  -6.6801
H  -0.8735  1.0846  -5.6577
H  -1.7613  5.2931  -5.7667
H  -2.8752  5.3657  -4.3985
H  -3.3682  4.5838  -5.8973
H  -2.7863  1.2521  -3.2200
H  -4.0617  2.0064  -4.1770
H  -3.4755  2.8026  -2.7204

Force components x, y, z for each atom (eV/Å):
0.41 0.59 -0.83
0.00 0.00 0.01
0.01 0.00 -0.01
0.01 0.09 -0.03
0.02 -0.33 0.05
-0.08 0.00 0.15
-0.17 -0.13 0.12
-0.03 0.35 -0.06
0.04 -0.13 0.02
-0.07 0.06 -0.01
0.00 0.00 0.00
0.00 0.00 0.00
0.00 0.00 0.00
-0.01 0.01 0.00
0.00 0.00 0.00
-0.01 -0.01 0.04
-0.01 0.03 0.06
0.00 0.01 0.01
-0.06 -0.05 0.13
0.01 -0.02 0.00
0.00 0.00 0.00
0.00 0.00 0.00
0.00 0.01 -0.01
0.02 -0.01 0.00
-0.04 0.00 -0.01
0.02 0.08 -0.09
-0.03 0.14 -0.05
-0.02 -0.07 0.05
0.01 -0.01 0.01
0.12 0.02 0.05
0.06 -0.19 0.02
-0.02 -0.04 0.03
0.00 0.01 -0.01
0.00 0.01 0.02
-0.01 -0.02 -0.01
0.00 0.02 -0.01
0.00 -0.10 0.05
0.00 0.00 0.00
-0.01 0.00 0.00
0.02 0.05 0.05
0.02 0.05 0.11
0.00 0.00 0.00
-0.06 -0.04 0.04
0.00 -0.01 0.01
0.00 0.00 0.00
0.00 0.00 0.00
0.00 0.00 0.00
0.02 0.02 -0.02
0.02 -0.04 0.01
-0.10 0.02 0.12
-0.03 -0.03 -0.02
0.01 0.00 -0.01
-0.03 0.04 0.06
-0.01 -0.01 -0.01
0.01 0.01 0.00
-0.01 -0.03 0.01
-0.01 -0.01 0.01
-0.04 0.01 0.02
0.03 -0.02 0.00
0.01 -0.01 -0.01
-0.01 -0.01 0.00
-0.01 0.00 0.00
0.00 0.00 0.01
0.02 0.00 0.00
0.02 -0.02 -0.02
0.00 0.01 -0.03
-0.01 0.01 0.01
0.00 0.00 0.00
0.00 0.00 0.00
-0.01 0.03 0.01
0.05 -0.02 -0.03
-0.18 -0.06 0.04
0.03 -0.01 -0.02
0.09 0.07 0.26
-0.28 -0.39 -0.23
0.04 0.06 0.22
-0.08 -0.04 -0.05
-0.01 0.00 0.00
0.02 0.00 0.01
0.02 0.02 -0.01
0.01 0.00 -0.01
0.00 0.00 0.00
-0.02 0.00 0.00
0.02 0.01 0.01
0.21 -0.02 -0.12
-0.01 -0.01 0.00
0.01 0.00 0.01
0.00 0.04 -0.01
0.02 0.02 -0.03
-0.02 0.00 -0.01
0.00 0.01 0.02
0.02 -0.01 -0.03
-0.01 0.01 -0.09
0.01 0.00 0.00
0.00 0.01 0.00
0.00 0.00 0.00
0.00 0.00 0.00
0.00 0.00 0.00
0.00 0.00 0.00
0.00 -0.02 0.02
0.00 -0.01 0.00
0.00 0.00 0.01

Calculated values
Energy relative to the best compared isomer or geometry (same formula, charge and spin) (kJ/mol): 28.5
2S+1: 1
Charge: +2

Mulliken atomic charge list, values in e, 5 entries: atom 1 (Ir): 1.46, atom 2 (C): -1.24, atom 3 (C): -0.20, atom 4 (O): -0.09, atom 5 (P): 0.79

=====

Record 3
C31H57N2O2P2Sn | ωB97M-V with the def2-TZVPD basis set

Atoms and positions in Å:
C  -2.4077  1.4244  -0.5872
C  -1.1329  0.6273  -2.4369
C  -3.1578  2.2299  -1.4459
C  -1.6231  1.7206  -3.2173
C  -2.6902  2.4647  -2.7481
H  -4.0228  2.7525  -1.0354
H  -1.1718  1.8818  -4.1979
H  -3.1710  3.2205  -3.3839
N  -1.4244  0.6289  -1.0667
P  -1.4787  1.1065  2.1278
P  0.2033  -1.8427  -2.0450
C  -2.8013  1.4355  0.8929
H  -3.2583  2.4116  1.1422
H  -3.5948  0.6858  1.0521
C  -0.3583  -0.4233  -2.9778
H  0.0351  -0.2385  -3.9982
C  2.2401  -2.2314  -1.9287
C  -0.8585  -3.0672  -3.0708
C  -0.7119  2.8231  2.4332
C  -2.3855  0.4576  3.6710
C  2.8220  -1.9157  -0.5458
H  2.3420  -2.4815  0.2575
H  3.8878  -2.1934  -0.5337
H  2.7730  -0.8535  -0.2810
C  2.5060  -3.7085  -2.2016
H  2.0690  -4.3385  -1.4195
H  2.1576  -4.0466  -3.1833
H  3.5919  -3.8826  -2.1710
C  2.9299  -1.3410  -2.9529
H  4.0046  -1.5906  -2.9958
H  2.5276  -1.4285  -3.9700
H  2.8496  -0.2885  -2.6608
C  -0.7859  -4.4617  -2.4384
H  -1.3113  -4.4956  -1.4739
H  -1.2971  -5.1447  -3.1272
H  0.2351  -4.8230  -2.3067
C  -2.3260  -2.6135  -3.0381
H  -2.6669  -2.4282  -2.0116
H  -2.5028  -1.7165  -3.6397
H  -2.9448  -3.4261  -3.4442
C  -0.2911  -3.0268  -4.4945
H  -0.4579  -2.0537  -4.9642
H  0.7837  -3.2424  -4.5210
H  -0.7978  -3.7846  -5.1041
C  -1.4066  0.4256  4.8505
H  -1.9181  -0.0264  5.7113
H  -0.5323  -0.1954  4.6159
H  -1.0629  1.4195  5.1556
C  -2.8487  -0.9794  3.3786
H  -3.5457  -1.0366  2.5316
H  -1.9995  -1.6487  3.1905
H  -3.3768  -1.3579  4.2673
C  -3.6298  1.2940  4.0005
H  -4.3522  1.3210  3.1731
H  -4.1341  0.8259  4.8583
H  -3.4015  2.3220  4.2953
C  -0.5568  3.5440  1.0866
H  -1.5183  3.8420  0.6511
H  0.0335  4.4612  1.2304
H  -0.0180  2.9239  0.3638
C  0.6814  2.5977  3.0421
H  1.3254  2.0591  2.3400
H  1.1434  3.5754  3.2497
H  0.6439  2.0266  3.9785
C  -1.5512  3.7148  3.3624
H  -2.5807  3.8591  3.0031
H  -1.5754  3.3577  4.4006
H  -1.0852  4.7143  3.3912
Sn  0.0241  -0.3282  0.3753
C  -1.9027  -2.8724  0.4479
O  -2.9245  -3.2956  0.7442
N  2.0301  1.3927  0.4169
C  2.6938  2.2472  -0.0503
C  3.1348  3.0424  -1.2749
C  2.6438  2.2857  -2.5069
C  2.4459  4.3963  -1.2670
C  4.6427  3.1512  -1.3674
H  3.2268  1.3594  -2.5889
H  1.5737  2.0698  -2.3794
H  2.7927  2.8805  -3.4208
H  2.5711  4.8972  -0.3050
H  2.8788  5.0093  -2.0713
H  1.3756  4.2557  -1.4672
H  4.9134  3.8009  -2.2116
H  5.0778  3.5528  -0.4532
H  5.0452  2.1595  -1.5607
C  0.5511  -4.3809  2.5919
C  1.0636  -3.2177  3.4209
O  1.4779  -2.1623  2.5363
H  -0.2259  -4.0738  1.8766
H  0.1340  -5.1533  3.2504
H  1.3817  -4.8369  2.0343
H  0.2620  -2.8359  4.0774
H  1.9152  -3.5421  4.0427
H  2.1361  -1.6225  3.0240

Force components x, y, z for each atom (eV/Å):
-1.34 0.86 -0.80
1.61 -1.50 0.07
0.18 -0.16 1.53
-0.82 0.65 -0.06
0.87 -0.58 -0.98
0.33 -0.01 -0.20
-0.33 -0.06 0.23
0.31 -0.33 0.33
0.17 0.26 1.02
-0.55 0.82 0.49
-0.41 -0.04 0.48
-0.46 0.08 -0.02
0.11 -0.44 -0.26
0.26 0.10 -0.05
1.04 2.09 0.06
-0.55 -0.21 0.59
-1.04 0.28 -0.87
1.12 -0.12 0.51
-0.20 -0.11 0.34
-0.07 0.29 -0.41
-0.32 0.03 0.17
-0.03 0.04 -0.10
-0.22 0.04 -0.17
0.01 -0.14 -0.14
0.09 -0.17 -0.09
0.01 0.05 -0.16
0.02 0.08 0.24
-0.16 0.10 -0.01
0.28 0.10 -0.25
-0.24 0.06 0.02
0.02 -0.11 0.21
-0.11 -0.49 -0.10
-0.11 -0.13 -0.46
0.18 0.01 -0.24
0.02 -0.14 0.23
-0.21 0.03 0.00
0.11 0.00 -0.10
0.05 0.04 -0.20
0.07 -0.16 0.19
0.13 0.11 0.05
-0.24 -0.45 -0.15
-0.01 -0.19 0.10
-0.23 -0.01 0.00
0.06 0.07 -0.06
-0.03 -0.05 0.07
0.12 0.08 -0.14
-0.10 0.12 0.06
-0.10 -0.21 -0.08
0.09 -0.06 -0.01
0.17 0.02 0.18
-0.11 0.10 -0.02
0.12 0.08 -0.25
-0.17 0.08 0.26
0.20 -0.04 0.18
0.04 0.06 -0.19
-0.04 -0.30 -0.11
-0.03 -0.05 -0.13
0.19 -0.12 0.08
-0.11 -0.22 0.07
-0.13 0.10 -0.03
0.07 -0.01 0.08
-0.16 0.17 0.34
-0.09 -0.25 -0.01
0.00 0.21 -0.18
0.07 0.32 0.07
0.28 -0.09 0.08
-0.02 0.04 -0.35
-0.10 -0.28 -0.05
0.30 -1.18 -0.85
-2.37 -0.63 1.00
2.20 0.80 -0.77
2.26 2.63 -0.49
-2.16 -2.46 -1.13
0.20 0.37 0.19
-0.24 -0.61 0.19
-0.21 0.31 0.21
0.33 0.15 0.16
-0.39 0.40 -0.18
0.25 -0.15 -0.34
0.02 -0.06 0.41
-0.01 0.18 -0.15
-0.18 -0.13 0.31
0.19 0.20 0.12
-0.11 -0.18 0.26
0.12 0.05 -0.05
0.27 -0.01 0.10
0.21 -0.22 -0.03
-0.22 -0.02 0.05
0.63 0.36 0.71
0.29 -0.02 0.28
0.04 0.18 -0.14
-0.27 0.15 0.05
0.27 -0.15 -0.06
-0.34 0.10 -0.15
-0.59 -0.40 -0.55

Calculated values
Energy relative to the best compared isomer or geometry (same formula, charge and spin) (kJ/mol): 133.1
2S+1: 1
Charge: +1

Mulliken atomic charge list, values in e, 5 entries: atom 1 (C): 0.37, atom 2 (C): 0.88, atom 3 (C): -0.77, atom 4 (C): -1.15, atom 5 (C): -0.88

=====

Question: Which of these has the highest charge?
Answer: C31H57IrN2O4P2S2Si2Te

=====

Question: What is the formula in the first record?
Answer: C31H56N11O13

=====

Question: Among the records above, which one has the highest energy relative to the best compared isomer or geometry (same formula, charge and spin)?
Answer: C31H57N2O2P2Sn

=====

Question: Number 3 is which compound?
Answer: C31H57N2O2P2Sn